# 1
Computed, not measured: a gas-phase ion, C5H6NO3S2 (charge -1) in a non-equilibrium geometry, with the ωB97M-V functional and the def2-TZVPD basis.

Summary:
Energy relative to the best compared isomer or geometry (same formula, charge and spin) (eV): 4.313
HOMO energy (alpha / beta) (eV): -3.842 / -3.838
Lowest unoccupied orbital energy (alpha / beta) (eV): 2.63 / 2.63
F_max (eV Å⁻¹): 3.82
SMILES: O=[S@]([O-])(O)=C=C/C=C\CN=S
Net charge: -1

Each line ends with the natural charge from an NBO analysis.
Element x y z (Å)
O  2.351  -0.957  -1.010  -0.911
S  -0.666  -2.677  0.464  0.083
O  3.297  -0.103  1.100  -0.956
H  -2.008  -1.096  -1.674  0.199
H  0.434  1.943  1.591  0.174
H  -0.871  0.116  -1.550  0.230
C  0.049  1.163  0.999  -0.305
H  -2.091  1.493  1.701  0.201
C  -1.419  1.034  1.053  -0.221
H  1.621  -1.453  -0.669  0.518
N  -0.421  -1.592  -0.706  -0.500
C  0.797  0.377  0.227  -0.519
C  -2.018  0.293  0.115  -0.176
H  -3.193  0.241  0.196  0.181
O  3.030  1.415  -0.862  -0.958
S  2.497  0.344  -0.017  2.288
C  -1.389  -0.539  -0.959  -0.327

=====

# 2
Computed, not measured: a molecular structure, C24H18CeN2O4PS2 in a non-equilibrium geometry, with the ωB97M-V functional and the def2-TZVPD basis.

Summary:
Energy relative to the best compared isomer or geometry (same formula, charge and spin) (eV): 0.484
HOMO energy (eV): -11.946
Lowest unoccupied orbital energy (eV): -5.33
F_max (eV Å⁻¹): 3.98
Net charge: +1

Each line ends with the Löwdin charge.
Element x y z (Å)
C  -2.543  -2.021  -3.240  -0.416
C  -2.024  4.856  -2.421  -0.029
O  -3.051  -2.212  -4.329  0.151
C  1.396  3.160  2.852  -0.038
C  -2.505  -3.401  0.289  -0.094
H  0.111  1.465  2.811  0.085
H  0.815  3.685  3.599  0.104
C  2.540  3.789  2.230  -0.039
C  3.146  1.665  1.185  -0.123
H  4.387  -4.350  -0.095  0.103
C  1.948  1.060  1.662  -0.445
C  1.111  1.830  2.463  -0.113
C  3.431  2.969  1.508  -0.080
C  4.486  -2.532  2.754  -0.063
H  -1.804  -3.499  1.095  0.095
H  -4.044  -4.750  1.142  0.110
P  1.494  -0.472  0.908  0.253
C  -3.483  1.840  -0.705  -0.443
H  2.494  -2.725  -0.531  0.087
H  0.528  2.759  -2.483  0.100
H  0.021  5.198  -2.868  0.129
C  4.098  -3.601  0.615  -0.042
H  -2.357  5.841  -2.888  0.154
H  4.982  -2.492  3.676  0.093
H  2.643  4.864  2.301  0.103
S  1.619  0.065  -1.095  0.415
H  4.379  3.446  1.117  0.131
C  3.046  -2.698  0.398  -0.090
C  3.526  -1.554  2.492  -0.071
C  -0.720  4.472  -2.518  -0.027
Ce  -1.048  -0.201  -1.159  0.943
N  -2.256  -2.601  -0.767  0.025
H  -4.962  -3.158  -2.735  0.139
H  -5.499  -4.631  -0.737  0.113
C  -0.457  3.120  -2.335  -0.082
C  -4.261  -3.342  -1.908  0.030
S  -0.357  -0.882  1.639  0.409
H  3.825  1.123  0.592  0.088
C  -2.596  2.651  -1.598  -0.158
O  -1.523  -1.108  -3.008  -0.244
N  -1.339  2.221  -1.877  0.004
C  -3.656  -4.206  0.299  0.004
C  4.778  -3.569  1.859  -0.036
C  2.767  -1.695  1.340  -0.372
H  5.580  -4.238  2.131  0.109
H  3.336  -0.753  3.248  0.134
C  -4.585  -4.068  -0.774  -0.017
H  -3.950  4.295  -1.678  0.127
O  -4.598  2.344  -0.462  0.103
C  -2.927  3.996  -1.809  0.038
C  -3.027  -2.633  -1.893  -0.153
O  -2.913  0.676  -0.292  -0.204

=====

# 3
Computed, not measured: a gas-phase ion, C8H8N2O3P (charge -1) in a non-equilibrium geometry, with the ωB97M-V functional and the def2-TZVPD basis.

Summary:
Energy relative to the best compared isomer or geometry (same formula, charge and spin) (eV): 1.678
HOMO energy (eV): -3.940
Lowest unoccupied orbital energy (eV): 3.52
F_max (eV Å⁻¹): 5.06
SMILES: O=[P@@]([O-])(Oc1ccc[nH]1)c1ccc[nH]1
Net charge: -1

Each line ends with the natural charge from an NBO analysis.
Element x y z (Å)
N  -2.038  -1.571  0.516  -0.491
C  1.797  0.352  0.462  0.493
N  1.771  1.329  -0.514  -0.545
C  -1.460  -1.140  -0.615  -0.275
P  0.184  -1.849  -0.894  2.347
H  -3.960  -1.596  1.413  0.207
C  -2.254  -0.196  -1.163  -0.288
C  2.650  0.773  1.508  -0.407
H  2.810  0.200  2.342  0.208
H  3.833  2.750  1.555  0.197
H  1.148  1.388  -1.315  0.421
O  0.221  -3.266  -0.454  -1.123
H  -4.297  0.420  -0.558  0.202
C  3.062  2.162  1.129  -0.315
O  0.721  -1.399  -2.185  -1.143
C  -3.426  -0.121  -0.292  -0.321
C  2.551  2.380  -0.165  -0.118
H  -1.883  0.432  -2.097  0.232
C  -3.321  -1.118  0.664  -0.089
H  2.427  3.297  -0.733  0.188
O  1.109  -0.824  0.447  -0.806
H  -1.645  -2.401  0.945  0.426

=====

# 4
Computed, not measured: a molecular structure, C33H41Cl6N5O4V2 in a non-equilibrium geometry, with the ωB97M-V functional and the def2-TZVPD basis.

Summary:
⟨S²⟩: 2.145
HOMO energy (alpha / beta) (eV): -13.291 / -13.294
Lowest unoccupied orbital energy (alpha / beta) (eV): -7.69 / -7.13
F_max (eV Å⁻¹): 5.49
2S+1: 3
Net charge: +2

Each line ends with the Löwdin charge.
Element x y z (Å)
H  -0.082  -5.637  -2.845  0.001
H  2.573  4.365  2.521  0.131
H  -1.187  -2.474  -0.814  0.090
H  1.446  -0.603  -4.082  0.111
H  -5.988  0.950  3.897  0.101
C  1.665  2.788  -2.137  -0.116
C  0.670  -0.934  1.086  -0.466
H  0.904  6.384  2.267  0.095
H  -5.144  0.822  6.318  0.106
H  2.461  5.173  -0.351  0.070
H  1.768  3.737  -1.631  0.088
O  1.664  3.262  1.285  -0.378
H  0.297  5.486  0.813  0.084
C  5.251  2.563  -0.675  -0.083
H  -4.422  0.949  2.204  0.094
C  -3.996  0.671  3.157  -0.159
C  4.931  0.368  -2.184  -0.030
H  0.094  4.999  2.526  0.081
C  -3.082  0.409  5.693  -0.057
C  2.926  5.262  0.630  -0.040
N  0.976  1.734  -1.604  -0.028
C  2.039  4.546  1.589  -0.601
N  4.248  1.645  -0.173  0.011
C  -2.773  0.019  -0.018  -0.065
N  -2.730  0.398  3.393  0.040
C  -2.372  -3.697  -3.663  -0.052
N  -2.494  -4.058  -0.988  0.060
C  -1.612  -2.884  -2.823  -0.138
Cl  -3.864  -4.972  4.827  0.485
C  -2.442  1.381  -1.898  -0.110
H  4.955  -0.627  -2.604  0.125
C  -1.779  -3.031  -1.524  -0.209
C  -3.108  -4.769  -3.148  -0.056
C  -4.470  0.612  5.500  -0.033
O  3.924  0.160  1.991  -0.240
C  0.466  -1.569  2.459  -0.062
C  -3.835  -0.648  -0.681  -0.053
N  -1.979  1.007  -0.649  -0.015
O  1.197  0.405  1.081  -0.342
Cl  1.549  -4.013  -3.111  0.498
C  -4.985  0.660  4.170  -0.029
H  3.184  6.282  0.918  0.109
H  2.709  1.400  -5.077  0.120
C  4.170  0.478  -0.984  -0.051
H  0.468  -2.656  2.377  0.075
H  3.470  -0.292  -0.698  0.079
Cl  -1.462  -3.166  4.971  0.576
H  -3.802  1.224  -3.519  0.114
H  -1.909  2.276  -2.182  0.097
H  -1.228  0.013  4.739  0.093
H  -2.773  0.316  6.723  0.108
C  0.781  5.413  1.788  -0.032
C  1.684  -1.897  0.392  -0.051
H  2.668  3.606  -3.861  0.118
H  6.738  3.230  -2.086  0.134
H  -3.795  -5.681  -1.326  0.113
H  -2.382  -0.295  0.939  0.081
C  5.715  1.409  -2.597  -0.050
H  -2.351  -3.662  -4.742  0.110
H  -4.301  -1.516  -0.239  0.120
C  -3.588  0.840  -2.533  -0.007
C  1.558  0.367  -3.619  -0.016
H  -0.446  -1.256  2.968  0.026
H  2.678  -1.730  0.805  0.070
C  -3.213  -4.889  -1.774  -0.115
H  -0.268  -0.821  0.543  0.089
H  3.863  4.713  0.538  0.052
H  5.567  3.382  -0.047  0.105
Cl  1.965  -6.893  -3.137  0.483
C  0.963  0.541  -2.362  -0.088
C  2.246  2.719  -3.411  -0.027
H  -0.838  -2.240  -3.215  0.077
H  6.370  1.270  -3.444  0.128
C  -2.274  0.243  4.602  -0.206
H  -5.099  -0.718  -2.313  0.128
C  -4.250  -0.209  -1.882  -0.052
C  -2.948  -3.535  4.103  -1.461
O  -1.046  2.184  1.666  -0.227
C  2.194  1.512  -4.134  -0.026
C  0.915  -5.534  -2.417  -1.476
Cl  0.840  -5.564  -0.697  0.605
Cl  -2.891  -3.652  2.305  0.504
H  -3.635  -2.743  4.401  -0.015
H  1.781  -1.597  -0.652  0.039
H  -3.631  -5.453  -3.801  0.110
H  1.386  -2.944  0.445  0.050
H  0.446  -0.224  -1.802  0.089
C  5.972  2.517  -1.820  -0.041
V  3.099  1.547  1.798  1.249
H  1.224  -1.356  3.213  0.090
V  -0.183  2.206  0.336  1.094

=====

# 5
Computed, not measured: a molecular structure, C47H58F6MgNO4SSb in a non-equilibrium geometry, with the ωB97M-V functional and the def2-TZVPD basis.

Summary:
⟨S²⟩: 0.763
Energy relative to the best compared isomer or geometry (same formula, charge and spin) (eV): 0.720
HOMO energy (alpha / beta) (eV): -4.995 / -4.993
Lowest unoccupied orbital energy (alpha / beta) (eV): 2.17 / -0.27
F_max (eV Å⁻¹): 2.70
2S+1: 2
Net charge: -1

Each line ends with the Löwdin charge.
Element x y z (Å)
C  -4.632  0.708  2.346  -0.166
F  0.182  0.464  6.278  -0.348
H  0.731  -4.212  -3.822  0.077
H  3.336  -2.730  -1.922  0.104
F  -2.101  -0.756  5.969  -0.358
O  0.978  1.479  2.330  -0.213
N  4.867  2.002  4.413  0.070
H  -1.399  4.547  -2.721  0.085
H  -5.301  0.669  4.972  0.092
H  -2.222  -2.552  2.498  0.120
H  -0.293  -5.447  -4.565  0.080
O  -0.781  0.077  0.815  -0.156
O  0.284  -2.027  2.092  -0.138
C  -0.742  -3.905  -1.483  -0.188
H  -5.875  -0.837  4.263  0.081
S  2.221  2.910  4.257  0.830
C  -4.173  -0.569  2.046  0.011
H  -2.114  3.657  1.686  0.117
C  0.047  -5.038  -3.611  -0.074
C  0.751  3.933  -1.025  -0.176
C  3.861  -0.980  2.849  -0.014
F  -0.894  -0.020  3.761  -0.270
H  -1.313  4.142  -0.482  0.109
C  3.525  0.384  -4.236  -0.044
H  4.194  2.498  0.559  0.131
H  2.853  3.519  -1.207  0.110
C  3.849  -0.641  -1.978  -0.159
F  1.351  -0.960  4.384  -0.297
C  -0.361  3.692  -0.225  0.005
C  5.835  -0.152  -3.401  -0.048
C  -1.158  -4.562  -2.796  -0.563
H  -2.947  -5.495  -1.963  0.075
H  -1.301  -0.655  -1.064  0.096
H  -1.149  2.720  2.825  0.134
H  -0.657  5.967  -3.465  0.080
H  3.270  -2.353  -4.110  0.080
C  4.294  -1.975  -4.087  -0.068
C  -2.066  0.276  1.298  -0.184
H  1.335  6.584  -1.154  0.089
C  4.366  -0.603  -3.413  -0.556
H  -0.992  1.103  -0.984  0.095
C  2.961  -1.823  -0.046  -0.110
C  2.048  2.540  0.490  -0.115
C  0.577  -3.816  -1.056  0.005
C  -0.687  5.358  -2.559  -0.074
H  1.186  4.665  -4.378  0.081
H  1.374  -4.234  -1.661  0.098
H  -1.052  5.987  -1.744  0.084
H  -6.326  2.890  2.131  0.086
H  0.360  -0.048  -0.864  0.108
H  -6.920  -0.847  1.955  0.073
H  -2.845  -3.220  -3.140  0.074
H  -2.241  -4.013  -4.601  0.077
C  0.716  4.824  -2.263  -0.560
H  -7.423  2.456  3.450  0.080
H  0.534  3.176  -3.666  0.089
H  2.678  5.716  -1.904  0.076
C  3.354  1.863  0.842  -0.060
F  0.477  -2.117  6.614  -0.354
C  -6.065  0.235  4.325  -0.042
H  3.586  1.393  -3.828  0.067
H  2.453  -3.080  1.621  0.119
H  5.943  0.841  -2.964  0.076
H  -1.504  -6.510  -1.901  0.087
C  -2.903  -0.816  1.538  -0.093
C  -2.500  -2.283  1.474  -0.057
H  3.875  0.408  -5.271  0.082
C  3.430  0.546  0.105  -0.101
H  -7.044  0.385  4.788  0.081
Sb  -0.351  -1.048  5.286  1.456
H  -5.743  2.864  3.809  0.083
H  2.936  -3.954  0.147  0.123
F  -1.000  -2.672  4.586  -0.319
C  3.385  -1.800  -1.371  0.030
H  4.465  -1.743  2.355  0.106
C  3.841  0.525  -1.220  0.018
C  -0.687  0.123  -0.607  -0.002
C  -1.943  -3.557  -3.652  -0.055
H  0.594  -5.821  -3.083  0.083
H  -2.348  -6.262  -3.444  0.078
H  4.464  -0.085  3.000  0.071
H  2.205  3.652  -3.347  0.064
C  1.643  6.031  -2.043  -0.051
C  -6.396  2.369  3.088  -0.073
H  1.604  6.706  -2.903  0.079
H  -1.328  -2.681  -3.866  0.086
H  -2.757  -3.443  -0.898  0.114
C  -1.513  2.752  1.791  -0.056
H  -4.024  2.763  2.448  0.105
C  -2.456  1.563  1.673  -0.104
C  -1.707  -3.372  -0.628  -0.010
H  2.476  0.079  -4.229  0.092
H  -4.803  -1.426  2.256  0.116
C  1.950  3.345  -0.629  0.007
H  4.924  -2.702  -3.571  0.086
H  3.529  -1.353  3.813  0.095
C  -2.047  -5.782  -2.507  -0.054
C  0.930  -3.205  0.140  -0.123
C  3.014  -0.646  0.697  -0.173
C  2.387  -3.093  0.534  -0.062
H  3.386  1.695  1.911  0.065
Mg  0.709  -0.328  2.609  0.540
C  -7.072  0.230  2.025  -0.054
C  0.908  2.275  1.286  -0.320
C  -3.744  1.756  2.163  0.015
O  2.699  -0.693  2.057  -0.192
H  6.435  -0.846  -2.811  0.089
H  -8.077  0.404  2.417  0.079
C  -0.304  2.894  0.908  -0.140
C  1.192  4.030  -3.489  -0.050
H  -3.398  -2.852  1.224  0.115
H  4.645  -1.896  -5.118  0.082
H  -7.016  0.647  1.017  0.089
H  4.162  1.464  -1.657  0.112
C  -6.027  0.891  2.936  -0.559
C  -0.044  -2.635  0.984  -0.297
C  -1.394  -2.753  0.569  -0.141
H  6.232  -0.126  -4.419  0.082
C  3.765  2.380  4.351  -0.850

=====

# 6
Computed, not measured: a molecular structure, C4H14N2O in a non-equilibrium geometry, with the ωB97M-V functional and the def2-TZVPD basis.

Summary:
Energy relative to the best compared isomer or geometry (same formula, charge and spin) (eV): 3.847
HOMO energy (eV): -8.348
Lowest unoccupied orbital energy (eV): 0.77
F_max (eV Å⁻¹): 3.34

Each line ends with the natural charge from an NBO analysis.
Element x y z (Å)
C  -0.918  -1.110  -0.518  0.072
N  1.206  1.257  -0.140  -0.832
H  0.567  -1.388  1.042  0.186
N  -2.310  0.808  -0.723  -0.830
H  -0.837  -2.458  1.197  0.199
C  2.549  0.934  0.336  -0.414
H  0.382  -2.757  -0.058  0.220
C  -0.157  -1.983  0.486  -0.628
O  -0.123  -0.523  -1.469  -0.861
H  0.252  1.127  0.736  0.356
H  -1.692  0.906  -1.533  0.411
H  -0.741  0.687  0.958  -0.080
H  -1.693  -1.750  -0.994  0.162
H  1.185  2.159  -0.604  0.383
H  3.230  0.762  -0.503  0.203
H  -2.871  1.589  -0.419  0.379
H  0.675  0.385  -0.864  0.468
H  2.967  1.726  0.960  0.190
C  -1.755  -0.031  0.196  0.011
H  -2.425  -0.356  0.989  0.201
H  2.509  0.016  0.924  0.205